17
Properties=species:S:1:pos:R:3 method="wB97M-V/def2-TZVPD" e_tot_ev=-10347.4519 multiplicity=1 lumo_ev=0.9 e_homo_ev=-9.273 smiles="CC(=O)NCN.O" charge=0 molar_mass_g_mol=106.125 e_above_lowest_kj_mol=196.4
C 0.6712 0.4581 -3.5236
C 0.5075 0.5163 -1.9846
O 1.3648 0.6763 -1.1406
N -0.9466 0.3917 -1.5569
C -0.8912 0.3513 0.0049
N -2.0092 -0.2656 0.7298
H 1.6075 0.8282 -4.0017
H 0.3953 -0.5594 -3.8094
H -0.0490 1.1650 -4.0226
H -1.5190 -0.1736 -2.1162
H -0.0253 -0.2724 0.2504
H -0.7938 1.3980 0.3680
H -2.8094 0.3374 1.0994
H -1.6663 -0.7577 1.5645
O 1.7105 -1.2916 5.8982
H 1.9762 -2.1265 6.3349
H 2.4767 -0.6756 5.9056



17
Properties=species:S:1:pos:R:3 method="wB97M-V/def2-TZVPD" e_tot_ev=-10338.9359 multiplicity=2 lumo_ev="-3.8 / -9.0" e_homo_ev="-13.135 / -13.135" charge=+1 molar_mass_g_mol=106.125 s_squared=0.75 e_above_lowest_kj_mol=188.6
C 2.2884 -0.6463 0.6092
C 0.8959 -0.6489 -0.0864
C -0.1085 0.4369 0.3481
N -0.5158 0.4560 1.6628
O -0.2420 1.3966 -0.3727
N 2.9940 0.5837 0.2696
H 2.9027 -1.3506 0.0498
H 2.1296 -0.6530 1.7474
H 0.4614 -1.5858 0.2639
H 1.0372 -0.5585 -1.1562
H -0.0082 -0.1507 2.3086
H -1.2206 1.0791 2.0196
H 4.0251 0.5579 0.2089
H 2.6692 1.4754 0.6814
H -6.0637 0.1782 -2.1759
H -5.2127 -0.1883 -3.4213
O -6.0321 -0.3817 -2.9568



18
Properties=species:S:1:pos:R:3 method="wB97M-V/def2-TZVPD" e_tot_ev=-18221.5017 multiplicity=1 lumo_ev=0.5 e_homo_ev=-7.089 charge=0 molar_mass_g_mol=134.211 e_above_lowest_kj_mol=534.1
C -1.0592 2.3110 -0.7426
C -0.3968 1.3016 -1.3838
C -1.7509 -1.0516 0.4357
N 1.2241 -2.4430 -1.7150
N 2.3766 -0.4020 0.7357
O 0.4498 -1.1979 -1.6315
O 1.1300 -0.2768 1.3002
Si -0.3028 -0.3289 -0.5068
H -1.2707 3.3175 -1.1832
H -1.3406 2.1841 0.3037
H -0.0833 1.4056 -2.3371
H -2.6110 -1.0581 -0.2562
H -1.4201 -2.1289 0.8459
H -2.0135 -0.4647 1.3328
H 1.8700 -2.3360 -0.9315
H 1.7794 -2.5229 -2.5812
H 2.4821 0.0170 -0.1844
H 2.8697 -0.0160 1.5264



16
Properties=species:S:1:pos:R:3 method="wB97M-V/def2-TZVPD" e_tot_ev=-15531.1430 multiplicity=1 lumo_ev="-6.1 / -6.4" e_homo_ev="-13.599 / -13.768" charge=+1 molar_mass_g_mol=105.101 e_above_lowest_kj_mol=429.0
C 1.6567 -2.4256 0.1061
C -1.9992 1.5597 -1.0064
C 1.3160 -0.9811 -0.4035
N 1.0304 0.1239 2.0621
N -0.8149 1.9014 -0.0725
P 0.3289 -0.0091 0.6998
H 1.1470 -2.6815 0.9618
H 2.7358 -2.4937 0.3549
H 1.6040 -3.0945 -0.8518
H -1.5873 0.8426 -1.8278
H -2.7849 0.8985 -0.4875
H -2.5261 2.4427 -1.5782
H 0.9784 -1.0440 -1.4144
H 0.4783 0.0788 2.9734
H -0.2872 2.7567 -0.3140
H -1.2759 2.1251 0.7981



16
Properties=species:S:1:pos:R:3 method="wB97M-V/def2-TZVPD" e_tot_ev=-17087.6173 multiplicity=1 lumo_ev=0.5 e_homo_ev=-7.149 charge=0 molar_mass_g_mol=106.194 e_above_lowest_kj_mol=95.2
C -1.6538 -0.7499 0.5953
N -0.2222 -0.5258 0.5076
C 0.4630 -0.1098 1.5158
N 1.7923 0.0868 1.4623
H -1.9304 -1.7511 0.2834
H -2.1581 -0.0800 -0.1070
H -2.0394 -0.5737 1.5966
H 0.4010 -0.5691 -0.5060
H -0.0319 0.0573 2.4760
H 2.2695 0.0308 0.5816
H 2.2321 0.5354 2.2647
C 0.0564 0.8444 -2.1498
S 1.3874 -0.4202 -1.8539
H 0.2609 1.6707 -1.4555
H 0.0752 1.2142 -3.1911
H -0.9022 0.3399 -2.0202



16
Properties=species:S:1:pos:R:3 method="wB97M-V/def2-TZVPD" e_tot_ev=-17087.9351 multiplicity=1 lumo_ev=1.0 e_homo_ev=-8.962 smiles=NCNCCS charge=0 molar_mass_g_mol=106.194 e_above_lowest_kj_mol=64.6
N 0.5428 -1.8116 -1.3913
C 1.1955 -1.3977 -0.1199
N 0.2861 -0.7165 0.7935
C -0.2670 0.4661 0.0980
C -1.0232 1.4067 0.9943
S -1.7738 2.7328 -0.1199
H 0.6642 -2.8086 -1.4384
H 1.0963 -1.5544 -2.1961
H 1.6523 -2.2801 0.3233
H 1.9921 -0.6652 -0.2713
H -0.4840 -1.3352 1.0059
H 0.5613 1.0280 -0.3372
H -0.9012 0.1065 -0.7143
H -1.9563 1.0271 1.3928
H -0.3783 1.9350 1.6866
H -1.2068 3.8670 0.2940



16
Properties=species:S:1:pos:R:3 method="wB97M-V/def2-TZVPD" e_tot_ev=-17087.9493 multiplicity=1 lumo_ev=1.0 e_homo_ev=-8.973 smiles=NCNCCS charge=0 molar_mass_g_mol=106.194 e_above_lowest_kj_mol=63.2
N 2.2239 -2.6053 -0.1913
C 1.5556 -1.5490 -0.9677
N 0.1906 -1.2379 -0.5662
C 0.0202 0.1795 -0.2220
C -1.3799 0.5936 0.1767
S -1.4380 2.2915 0.8502
H 2.8161 -2.2345 0.5417
H 1.5306 -3.1674 0.3209
H 1.6106 -1.9180 -1.9972
H 2.1754 -0.6406 -1.0427
H -0.5182 -1.6670 -1.1495
H 0.4386 0.8248 -1.0089
H 0.6569 0.2891 0.6607
H -1.7929 -0.0598 0.9282
H -2.0684 0.5325 -0.6753
H -0.1021 2.4816 0.9633



17
Properties=species:S:1:pos:R:3 method="wB97M-V/def2-TZVPD" e_tot_ev=-27923.5059 multiplicity=1 lumo_ev=0.7 e_homo_ev=-8.654 smiles=NC[C@@H](N)CSS charge=0 molar_mass_g_mol=138.261 e_above_lowest_kj_mol=42.4
N 2.3271 -0.7097 -0.5046
C 1.2774 -0.7894 0.4709
C 0.1245 0.2554 0.2243
N -0.1177 0.6054 -1.1318
C -1.0725 -0.2731 1.0216
S -2.5580 0.7582 1.2810
S -3.2728 1.2279 -0.5622
H 2.1006 -0.1479 -1.3092
H 2.7292 -1.5715 -0.8316
H 1.6575 -0.5553 1.4791
H 0.8761 -1.8088 0.5903
H 0.4891 1.1401 0.7406
H -0.3399 -0.1581 -1.7551
H 0.3912 1.3617 -1.5447
H -0.6561 -0.4471 2.0187
H -1.4052 -1.2244 0.6070
H -2.5503 2.3367 -0.7940



16
Properties=species:S:1:pos:R:3 method="wB97M-V/def2-TZVPD" e_tot_ev=-7733.8317 multiplicity=1 lumo_ev=-3.5 e_homo_ev=-13.737 charge=+1 molar_mass_g_mol=88.134 e_above_lowest_kj_mol=427.7
C 1.4266 0.3791 0.0766
C 2.4030 -0.7608 0.2615
C -2.3931 0.2407 0.5732
N 1.4307 1.5853 0.0232
N -1.5398 0.1484 -0.6589
N -0.2007 -0.4263 -0.5740
H 2.7167 -0.8805 -0.7751
H -1.5626 0.9721 -1.2858
H 2.0239 -1.6809 0.6577
H -1.9611 0.6422 1.4620
H -3.2330 0.8753 0.3470
H -2.9400 -0.7095 0.7734
H 0.7703 2.0388 -0.5062
H 3.2592 -0.3579 0.9398
H -0.0111 -0.9608 -1.4517
H -0.1890 -1.1053 0.1373



16
Properties=species:S:1:pos:R:3 method="wB97M-V/def2-TZVPD" e_tot_ev=-7736.2990 multiplicity=1 lumo_ev=-4.0 e_homo_ev=-13.390 charge=+1 molar_mass_g_mol=88.134 e_above_lowest_kj_mol=189.6
N -0.8909 1.5161 1.1527
C -1.0647 1.5980 -0.1349
N -0.0760 1.8398 -0.9824
H 0.0227 1.6486 1.5672
H -1.6683 1.3153 1.7636
H -2.0098 1.4784 -0.6526
H -0.1354 1.4321 -1.9064
H 0.8531 1.9440 -0.6023
C -0.0307 -2.1957 0.7435
C 1.2596 -1.4311 -1.0278
N 0.9911 -1.2950 0.2000
H 0.3191 -2.5378 1.7164
H -0.1421 -3.0724 0.0992
H -0.9856 -1.6893 0.8703
H 2.0376 -0.7821 -1.4228
H 0.7847 -2.1584 -1.6888



16
Properties=species:S:1:pos:R:3 method="wB97M-V/def2-TZVPD" e_tot_ev=-7734.2596 multiplicity=1 lumo_ev=-3.8 e_homo_ev=-13.386 smiles=N[C@H]1CCN1[NH3+] charge=+1 molar_mass_g_mol=88.134 e_above_lowest_kj_mol=386.4
N -1.0160 0.7904 1.6685
C -0.6494 -0.1277 0.6003
C -1.2534 -0.0456 -0.8607
C 0.1507 -0.1866 -1.4261
N 0.6148 0.1913 -0.0671
N 1.9306 -0.2572 0.3534
H -2.0791 0.6620 1.7511
H -0.7093 1.7099 1.6016
H -0.7188 -1.2122 0.8640
H -1.7068 0.9823 -1.0335
H -2.0723 -0.7954 -1.0666
H 0.3541 -1.2187 -1.7363
H 0.4964 0.4459 -2.1228
H 1.9370 -1.2906 0.4001
H 2.1225 0.2067 1.3666
H 2.5990 0.1453 -0.2926



16
Properties=species:S:1:pos:R:3 method="wB97M-V/def2-TZVPD" e_tot_ev=-7737.0280 multiplicity=1 lumo_ev=-3.1 e_homo_ev=-14.893 smiles="CCNC(N)=[NH2+]" charge=+1 molar_mass_g_mol=88.134 e_above_lowest_kj_mol=119.3
C 1.5994 -0.3737 -1.9813
C 0.2987 0.1416 -1.5046
N -0.0240 -0.5202 -0.1542
C -0.5841 0.0154 0.9089
N -0.5753 -0.6142 2.1378
N -0.9285 1.3366 0.7337
H 2.4980 -0.0112 -1.4684
H 1.6680 0.0139 -3.0520
H 1.3999 -1.4899 -2.0189
H 0.1712 1.1222 -1.3435
H -0.4647 -0.1970 -2.2147
H 0.5090 -1.3717 -0.0053
H -0.4433 -1.6002 2.0912
H -0.5989 -0.2719 3.1098
H -0.8190 2.0249 1.4862
H -1.1102 1.6656 -0.1429